Molecular formula: C29H56N2O20
Method: DFT, the ωB97M-V functional and the def2-TZVPD basis

Last column: Mulliken charge in e.
Element x y z (Å)
C -23.70015 -21.14164 -33.20478  -0.1677
O -24.91972 -20.60165 -33.79523  -0.5474
H -23.02702 -20.30207 -33.03124  0.1117
H -23.89810 -21.72869 -32.30796  -0.1057
H -23.07433 -21.74962 -33.85809  0.4049
H -25.01480 -20.91374 -34.69809  0.2968
C -24.25362 -21.96508 -26.77893  -0.1013
O -22.96455 -22.43015 -26.48335  -0.4755
H -24.07194 -20.90463 -26.95368  0.0193
H -24.45323 -22.41119 -27.75322  -0.0824
H -25.08695 -22.06403 -26.08333  0.4172
H -23.00755 -23.36629 -26.27504  0.2827
C -22.31971 -22.42684 -30.04231  -0.3964
O -21.37016 -22.57847 -31.14065  0.0251
H -21.70791 -22.09876 -29.20198  -0.0765
H -22.99413 -21.57173 -30.08758  0.3475
H -22.81772 -23.36119 -29.78331  0.1936
H -20.68136 -21.90984 -31.14988  0.1456
C -26.17307 -22.41488 -30.41778  -0.5143
C -27.68915 -22.66053 -30.68856  0.2670
C -28.55159 -21.57044 -30.03662  -0.1815
O -29.34351 -21.15455 -31.12774  -0.3467
C -29.03044 -21.83015 -32.26132  0.6175
O -29.75664 -21.85216 -33.25372  -0.5859
O -27.92929 -22.59354 -32.04633  -0.3380
H -26.02676 -22.31808 -29.34199  0.2523
H -25.88903 -21.48003 -30.90098  0.1408
H -25.53863 -23.18169 -30.86230  -0.1082
H -28.18539 -23.57647 -30.36777  0.3665
H -27.97527 -20.76802 -29.57611  0.1201
H -29.10907 -22.07820 -29.24954  0.2827
C -27.87026 -16.06268 -28.56444  -1.3701
C -26.54226 -16.53186 -29.32648  0.3480
C -25.20963 -16.13982 -28.69533  -0.5389
O -24.43021 -17.30394 -28.84330  -0.3258
C -25.20893 -18.33925 -29.12695  0.4478
O -24.82169 -19.50980 -29.26267  -0.2184
O -26.43204 -17.89490 -29.30035  -0.3144
H -27.96037 -14.97642 -28.56757  0.3816
H -27.92147 -16.48341 -27.56022  0.3504
H -28.73386 -16.54521 -29.02210  0.3635
H -26.54574 -16.20027 -30.36482  0.2786
H -25.28858 -15.90581 -27.63368  0.2964
H -24.70155 -15.30456 -29.17729  0.2964
C -20.00768 -24.56393 -33.62092  -1.8376
C -19.36231 -24.62159 -32.23479  1.7928
C -20.05189 -25.58661 -31.24892  0.0266
O -18.86908 -26.05264 -30.58179  -0.3933
C -17.81412 -25.95501 -31.31432  0.4655
O -16.71896 -26.48309 -31.06188  -0.6262
O -18.10995 -25.20822 -32.42604  -0.4517
H -19.97026 -25.46830 -34.22822  0.4211
H -19.32945 -23.97485 -34.23825  0.4761
H -20.96257 -24.04102 -33.67421  0.2552
H -19.28412 -23.59979 -31.86342  -0.3861
H -20.38422 -26.46520 -31.80186  0.2483
H -20.84564 -25.21339 -30.60181  -0.0112
C -16.19767 -23.81477 -28.74509  -1.5130
C -17.13885 -22.93422 -27.92479  0.5928
C -18.63098 -23.07906 -28.15343  0.5381
O -19.17586 -23.01619 -26.83456  -0.2419
C -18.17566 -23.27942 -25.92437  0.5159
O -18.29118 -23.43724 -24.71186  -0.6011
O -16.98355 -23.34320 -26.61836  -0.3983
H -16.53298 -23.80092 -29.78214  0.3121
H -16.15811 -24.86444 -28.45401  0.3823
H -15.16689 -23.48620 -28.61227  0.4023
H -16.79326 -21.90411 -28.01166  0.2217
H -19.04031 -23.95653 -28.65402  -0.0309
H -18.87406 -22.21988 -28.77858  -0.2491
C -23.74318 -25.65182 -31.45049  -0.5762
C -23.80478 -27.03949 -30.76388  0.2927
C -23.31236 -28.17547 -31.71030  -0.5687
O -22.24619 -28.73949 -30.96638  -0.3527
C -22.00428 -28.08056 -29.87293  0.6991
O -21.05474 -28.26557 -29.13775  -0.5638
O -22.84010 -27.05867 -29.76322  -0.3340
H -22.81047 -25.48430 -31.98909  0.0890
H -23.95930 -24.90927 -30.68237  -0.2739
H -24.53639 -25.50394 -32.18333  0.5818
H -24.78320 -27.26446 -30.33942  0.4183
H -22.95149 -27.84455 -32.68414  0.2870
H -24.16235 -28.83096 -31.89994  0.3751
C -18.76474 -19.59223 -31.04877  -0.2068
O -19.09781 -20.75425 -30.80753  -0.5863
N -19.65408 -18.55384 -30.96366  0.3231
C -21.06464 -18.77164 -30.64642  -0.6854
C -19.25701 -17.14331 -30.95578  -0.9331
H -17.73628 -19.27636 -31.28267  0.3595
H -21.19540 -19.83827 -30.46393  -0.3970
H -21.58807 -18.61811 -31.59011  0.5139
H -21.42403 -18.25476 -29.75661  0.3816
H -19.73190 -16.69422 -30.08349  0.2859
H -18.21954 -16.80911 -30.96277  0.3270
H -19.80509 -16.66863 -31.76966  0.3579
C -19.51554 -18.39023 -26.34360  -0.0873
O -18.63939 -18.54561 -27.23286  -0.5773
N -20.71619 -18.94100 -26.40358  0.4304
C -21.78812 -18.67381 -25.38228  -0.7846
C -21.14843 -19.78721 -27.52195  0.2830
H -19.30694 -17.95075 -25.35591  0.3136
H -21.95989 -19.54062 -24.74413  0.2723
H -22.67766 -18.44422 -25.96889  0.1574
H -21.60922 -17.80245 -24.75233  0.3939
H -21.46481 -20.80715 -27.30348  0.1686
H -22.02142 -19.29803 -27.95404  -0.2825
H -20.41792 -19.95279 -28.31381  -0.2712

DFT total energy: -2752.85064 Eh
energy relative to the best compared isomer or geometry (same formula, charge and spin): 285.96 kJ/mol
2S+1: 1
lowest unoccupied orbital energy: 0.0003 Ha
Kohn-Sham gap: 9.4 eV